A cluster of 12 separate species, C23H68ClO13S in total. Source: OMol25; level of theory: ωB97M-V/def2-TZVPD.

Values from the calculation:
E_tot, a.u.: -2753.2083
Maximum force, eV/Å: 0.596
Charge: +1
Energy above the lowest of the compared OMol25 structures with the same formula, charge and spin, eV: 0.000
Frontier orbital gap, eV: 10.15
Lowest unoccupied orbital energy, eV: -1.7

Positions of all 106 atoms, in Å:
C (0.726, -1.015, 3.440)
C (0.954, 0.472, 3.368)
O (0.059, 1.253, 3.169)
O (2.253, 0.891, 3.488)
C (2.817, 1.196, 2.188)
C (3.026, -0.067, 1.361)
C (3.807, 0.133, 0.047)
C (3.378, -0.924, -1.002)
C (2.221, -0.523, -1.931)
C (0.835, -0.811, -1.299)
S (-0.242, 0.647, -1.292)
C (0.732, 2.017, -0.691)
C (-1.382, 0.347, 0.094)
C (-1.985, -1.052, 0.069)
C (-3.059, -1.205, 1.139)
Cl (-2.715, -1.293, -1.576)
H (-0.105, -1.221, 4.120)
H (0.447, -1.400, 2.454)
H (1.608, -1.551, 3.788)
H (3.760, 1.717, 2.372)
H (2.139, 1.906, 1.705)
H (2.048, -0.480, 1.102)
H (3.536, -0.801, 1.992)
H (4.875, 0.000, 0.244)
H (3.688, 1.151, -0.337)
H (3.058, -1.815, -0.445)
H (4.241, -1.236, -1.596)
H (2.297, 0.525, -2.237)
H (2.298, -1.107, -2.851)
H (0.903, -1.205, -0.283)
H (0.263, -1.531, -1.890)
H (1.657, 1.704, -0.214)
H (0.959, 2.657, -1.545)
H (0.122, 2.590, 0.011)
H (-0.835, 0.525, 1.028)
H (-2.175, 1.088, -0.031)
H (-1.227, -1.831, 0.171)
H (-3.689, -2.062, 0.897)
H (-2.592, -1.383, 2.113)
H (-3.686, -0.312, 1.202)
C (-1.100, -4.155, 4.023)
O (0.180, -4.338, 3.410)
H (-1.650, -3.444, 3.412)
H (-1.657, -5.092, 4.065)
H (-0.985, -3.751, 5.030)
H (0.671, -4.967, 3.948)
C (0.384, 4.641, -3.623)
O (1.251, 4.759, -2.489)
H (-0.045, 3.639, -3.603)
H (-0.419, 5.375, -3.573)
H (0.945, 4.764, -4.551)
H (1.632, 5.641, -2.505)
C (3.474, -1.594, -5.944)
O (3.813, -0.744, -4.848)
H (2.395, -1.734, -5.922)
H (3.748, -1.141, -6.898)
H (3.956, -2.570, -5.856)
H (4.765, -0.612, -4.863)
C (-4.682, 0.271, 4.109)
O (-5.393, -0.579, 3.223)
H (-3.654, 0.340, 3.754)
H (-5.108, 1.279, 4.131)
H (-4.669, -0.128, 5.127)
H (-6.303, -0.638, 3.542)
C (-3.717, -0.347, -5.590)
O (-3.810, 0.464, -4.419)
H (-4.161, 0.207, -6.412)
H (-2.674, -0.563, -5.836)
H (-4.263, -1.286, -5.465)
H (-3.412, -0.038, -3.703)
C (-9.053, 0.302, 4.229)
O (-8.177, -0.811, 4.055)
H (-8.458, 1.203, 4.101)
H (-9.850, 0.298, 3.482)
H (-9.492, 0.308, 5.228)
H (-8.686, -1.619, 4.164)
C (5.723, 4.271, 1.488)
O (5.578, 2.874, 1.247)
H (4.918, 4.569, 2.156)
H (6.678, 4.494, 1.968)
H (5.643, 4.848, 0.563)
H (6.290, 2.597, 0.664)
C (-2.698, -4.421, -5.246)
O (-1.838, -3.293, -5.375)
H (-2.433, -5.117, -6.038)
H (-2.567, -4.919, -4.282)
H (-3.748, -4.140, -5.365)
H (-2.066, -2.669, -4.681)
C (7.068, 1.347, 4.366)
O (6.503, 0.569, 3.318)
H (8.147, 1.225, 4.310)
H (6.827, 2.407, 4.249)
H (6.728, 1.008, 5.348)
H (5.549, 0.679, 3.357)
C (1.053, -4.686, -0.291)
O (0.641, -3.716, 0.666)
H (0.941, -4.248, -1.281)
H (2.100, -4.968, -0.151)
H (0.430, -5.583, -0.239)
H (0.732, -4.103, 1.553)
C (-2.992, 4.951, -2.000)
O (-2.093, 6.036, -2.191)
H (-2.799, 4.228, -2.791)
H (-2.834, 4.467, -1.030)
H (-4.033, 5.273, -2.070)
H (-2.260, 6.684, -1.499)

=====

A cluster of 9 separate species, C23H68N6O10 in total. Source: OMol25; level of theory: ωB97M-V/def2-TZVPD.

Values from the calculation:
E_tot, a.u.: -1997.2213
Maximum force, eV/Å: 9.117
Energy above the lowest of the compared OMol25 structures with the same formula, charge and spin, eV: 9.515
Frontier orbital gap, eV: 8.62
Lowest unoccupied orbital energy, eV: 0.5

Positions of all 107 atoms, in Å:
N (-0.103, 0.369, -0.714)
H (0.120, 0.731, -1.550)
H (0.024, 1.025, -0.022)
H (0.457, -0.600, -0.545)
H (-1.089, 0.124, -0.939)
C (1.969, 1.134, -3.531)
O (1.605, 2.373, -3.547)
O (3.174, 0.896, -3.004)
O (1.302, 0.145, -3.830)
H (3.608, 1.765, -2.861)
C (4.772, -1.989, -0.302)
C (3.708, -2.647, -1.230)
C (3.032, -3.814, -0.593)
O (3.819, -5.034, -0.682)
C (3.294, -6.219, -0.170)
N (2.614, -1.638, -1.329)
H (5.743, -2.338, -0.386)
H (4.494, -2.135, 0.771)
H (5.053, -0.940, -0.621)
H (4.150, -2.655, -2.239)
H (2.043, -3.963, -1.141)
H (2.763, -3.594, 0.443)
H (2.298, -6.066, -0.072)
H (3.746, -6.409, 0.790)
H (3.727, -6.954, -0.945)
H (1.751, -2.043, -1.932)
H (3.016, -0.853, -1.722)
C (-0.407, 0.959, 2.758)
C (-1.112, 0.433, 1.532)
C (-2.254, -0.360, 1.946)
O (-2.024, -1.256, 3.043)
C (-3.038, -2.218, 3.280)
N (-1.582, 1.460, 0.562)
H (0.076, 0.162, 3.215)
H (-1.061, 1.569, 3.309)
H (0.439, 1.670, 2.610)
H (-0.440, -0.139, 1.126)
H (-2.897, -0.726, 1.017)
H (-3.177, 0.226, 2.163)
H (-2.945, -2.864, 2.314)
H (-4.001, -1.784, 3.619)
H (-2.455, -2.837, 3.973)
H (-0.870, 2.042, 0.337)
H (-2.022, 2.221, 0.999)
C (-3.461, 2.733, -0.705)
C (-4.260, 1.552, -0.185)
C (-5.104, 1.003, -1.352)
O (-5.712, 2.068, -1.947)
C (-6.407, 1.624, -3.128)
N (-3.405, 0.475, 0.381)
H (-4.110, 3.383, -1.154)
H (-2.898, 2.493, -1.497)
H (-2.954, 3.073, 0.053)
H (-4.909, 1.749, 0.555)
H (-5.788, 0.298, -0.996)
H (-4.490, 0.626, -2.073)
H (-6.878, 0.707, -3.029)
H (-5.717, 1.596, -3.854)
H (-7.127, 2.406, -3.159)
H (-2.807, 0.882, 1.057)
H (-4.175, -0.049, 0.866)
C (-1.346, -2.617, 0.893)
C (-0.187, -2.779, 1.826)
C (0.333, -4.317, 1.914)
O (-0.578, -5.069, 2.614)
C (-0.247, -6.413, 2.844)
N (0.940, -1.990, 1.315)
H (-1.213, -2.980, -0.058)
H (-1.851, -1.587, 0.798)
H (-2.090, -3.141, 1.126)
H (-0.449, -2.284, 2.825)
H (1.398, -4.386, 2.274)
H (0.383, -4.653, 0.809)
H (0.734, -6.531, 3.251)
H (-0.258, -7.010, 1.974)
H (-0.928, -6.758, 3.475)
H (1.298, -2.377, 0.573)
H (1.692, -1.701, 1.866)
C (2.774, 1.486, 0.851)
C (2.184, 2.745, 1.546)
C (2.799, 4.083, 1.150)
O (4.161, 3.920, 1.515)
C (5.034, 4.924, 0.908)
N (0.804, 2.877, 1.355)
H (2.308, 0.467, 0.844)
H (4.003, 1.601, 1.072)
H (2.811, 1.589, -0.106)
H (2.246, 2.587, 2.674)
H (2.344, 4.970, 1.602)
H (2.859, 4.093, 0.147)
H (4.787, 5.885, 1.405)
H (4.911, 5.002, -0.133)
H (6.038, 4.601, 0.903)
H (0.548, 3.356, 0.345)
H (0.391, 3.551, 2.174)
C (-0.110, 4.863, -1.560)
O (0.551, 3.528, -1.282)
H (-1.228, 4.792, -1.676)
H (0.172, 5.008, -2.573)
H (0.335, 5.573, -0.899)
H (0.950, 3.058, -2.060)
C (-2.056, 1.645, -4.201)
O (-1.500, 0.560, -3.478)
H (-0.915, 2.047, -4.300)
H (-2.803, 2.302, -3.464)
H (-2.588, 1.277, -4.970)
H (-0.570, 0.407, -3.799)